Here is C19H24FN3OS in the gas phase in a non-equilibrium geometry from the OMol25 dataset. Energies are from the ωB97M-V functional and the def2-TZVPD basis.

CARTESIAN COORDINATES (ANGSTROEM)
O (-1.23300, -1.56873, -5.22030)
F (5.10532, 1.09147, 1.19640)
N (0.33843, -0.43913, 1.31342)
S (-1.99283, -0.54019, 2.42901)
C (-1.51269, -0.37469, -5.04187)
C (-0.89383, -0.71191, 1.04198)
C (0.54961, -0.12503, 2.63349)
C (-0.60305, -0.13979, 3.42044)
C (4.73608, 0.72392, 3.48875)
C (2.96658, 0.35192, 1.96573)
C (3.88780, 0.43495, 4.53656)
C (4.28080, 0.75057, 2.21303)
C (2.03858, 0.11419, 2.99024)
C (2.51578, 0.11200, 4.31111)
N (-0.62325, 0.65080, -5.43382)
N (-1.18029, -1.11650, -0.24094)
C (0.65657, 0.29770, -6.09576)
C (-0.92921, 2.08522, -5.30403)
C (-0.78229, 0.19426, 4.89181)
C (-2.85976, -0.17406, -4.28465)
C (1.63856, -0.16178, 5.54632)
C (-2.43169, -1.73541, -0.63560)
C (0.46715, 0.79700, 5.56049)
C (-2.65326, -0.26007, -2.74911)
C (-2.60769, -1.75042, -2.15254)
H (5.76632, 0.95733, 3.65845)
H (2.71298, 0.23535, 0.94325)
H (4.25717, 0.40772, 5.55364)
H (-0.31531, -1.46880, -0.69033)
H (1.19827, -0.41208, -5.46203)
H (0.48383, -0.23776, -7.06708)
H (1.32731, 1.14536, -6.26815)
H (-1.97178, 2.32048, -5.48988)
H (-0.37120, 2.68940, -6.04796)
H (-0.63108, 2.44354, -4.32504)
H (-1.58595, 0.90758, 4.99177)
H (-1.02040, -0.75128, 5.39409)
H (-3.31712, 0.79068, -4.58170)
H (-3.58909, -0.91806, -4.56504)
H (2.21170, -0.02250, 6.43681)
H (1.27009, -1.21678, 5.52551)
H (-2.42700, -2.78646, -0.28490)
H (-3.28277, -1.23263, -0.14326)
H (0.71587, 1.77896, 5.14695)
H (0.22406, 1.00187, 6.63903)
H (-3.50622, 0.22669, -2.25765)
H (-1.71699, 0.22653, -2.48450)
H (-3.54150, -2.30777, -2.39905)
H (-1.76959, -2.28361, -2.60310)

F_max (eV Å⁻¹): 1.91
SMILES string: CN(C)C(=O)CCCCNc1nc2c(s1)CCCc1ccc(F)cc1-2
Spin multiplicity: 1
HOMO energy (Eh): -0.28146
Electronic energy (hartree): -1475.96300
HOMO-LUMO gap (Eh): 0.3051
Relative energy (zero: lowest compared OMol25 entry of this formula, charge and spin) (kJ/mol): 111.7
E_LUMO (eV): 0.644